A structure of composition C6H17NSi, computed with ωB97M-V/def2-TZVPD.

ORCA input file:
```
! wB97M-V def2-TZVPD RIJCOSX def2/J DEFGRID3
* xyz 0 1
C -0.926 -2.127 -1.938
C 1.589 -2.038 -1.705
C 0.361 2.255 -0.730
C -1.467 2.889 3.102
C 0.078 -1.671 0.463
C 0.180 -2.423 -0.969
N -0.171 2.782 0.531
Si 0.067 2.263 2.037
H -1.866 -1.625 -1.655
H -1.082 -2.978 -2.527
H -0.626 -1.439 -2.620
H 1.692 -2.681 -2.602
H 2.436 -2.208 -1.102
H 1.481 -0.985 -2.025
H -0.582 1.708 -1.110
H 0.668 3.060 -1.517
H 1.307 1.650 -0.531
H -1.341 2.427 4.167
H -1.206 3.979 3.261
H -2.452 2.933 2.830
H 0.765 -2.267 1.214
H -0.950 -1.821 0.762
H 0.143 -3.609 -0.858
H 0.734 -0.486 0.570
H 1.167 2.413 2.952
*
```

Results
LUMO energy ... -0.0189 hartree
Gap between HOMO and LUMO ... 0.2927 hartree
ΔE to the lowest compared entry with this formula, charge and spin ... 109.08 kcal/mol
DFT total energy ... -582.8751 hartree